ORCA calculation (ωB97M-V/def2-TZVPD) on an isolated ion of composition C4H13N2S2 and charge +2 in a non-equilibrium geometry.

The value obtained for the gap between HOMO and LUMO (alpha / beta) is 7.746 / 4.794 eV. Its spin multiplicity is 2. Its expectation value of S² is 0.755. Its energy above the lowest of the compared OMol25 structures with the same formula, charge and spin is 37.4 kcal per mole. As for the charge: +2. The HOMO energy (alpha / beta) comes out at -16.340 / -16.337 eV.

XYZ file:
```
21
Properties=species:S:1:pos:R:3:forces:R:3:nbo_charge:R:1
S 1.2165 -0.5313 4.1826 -0.98 0.48 -0.13 0.2789
S -0.4112 0.1338 3.1316 1.55 -0.68 0.49 0.4382
C 0.3275 -0.0609 1.4010 0.36 -1.01 1.84 -0.5610
C -0.8279 -0.1543 0.4282 0.02 -0.13 -2.03 -0.0959
C -0.4844 -0.9471 -0.9352 0.56 1.23 0.35 -0.2159
N -0.1180 0.0345 -1.9507 0.03 -0.82 1.64 -0.6768
C 1.1736 -0.1346 -2.6011 1.11 1.21 -1.40 -0.4488
N -1.1992 1.2951 0.0352 0.49 -1.27 2.53 -0.6771
H 0.7737 -0.2534 5.4572 -0.08 -0.04 -0.59 0.2307
H 1.1096 0.6882 1.3868 -0.40 1.01 -0.82 0.2836
H 1.0015 -0.9310 1.4396 -0.87 -0.41 -0.16 0.2933
H -1.7305 -0.6375 0.8236 0.34 0.34 0.39 0.2576
H -1.3498 -1.5578 -1.2110 0.22 0.00 0.14 0.2346
H 0.3966 -1.5527 -0.7354 -0.27 -0.40 0.04 0.2272
H -0.9326 0.1803 -2.5205 0.44 0.11 -0.99 0.3937
H 1.4291 0.8355 -3.0548 -0.20 -0.32 -0.14 0.2301
H 2.0847 -0.3120 -2.0051 -0.96 -0.08 0.82 0.2178
H 1.2587 -0.8722 -3.3933 -0.57 -0.28 -0.11 0.2195
H -0.3851 1.6860 -0.4457 -0.48 -0.06 -1.17 0.4784
H -1.2061 1.7352 0.9573 -0.68 0.73 -0.28 0.4225
H -2.1267 1.3563 -0.3904 0.38 0.37 -0.44 0.4693
```
Positions in Å, forces in eV/Å.



ORCA calculation (ωB97M-V/def2-TZVPD) on C23H43N2OOsP3Se as an isolated structure in a non-equilibrium geometry.

The value obtained for the gap between HOMO and LUMO (alpha / beta) is 6.458 / 4.092 eV. Its spin multiplicity is 5. Its expectation value of S² is 6.037. Its energy above the lowest of the compared OMol25 structures with the same formula, charge and spin is 17.3 kcal per mole. As for the charge: +4. The HOMO energy (alpha / beta) comes out at -19.430 / -19.599 eV.

XYZ file:
```
74
Properties=species:S:1:pos:R:3:forces:R:3:lowdin_spin:R:1
Os -0.6088 -0.8813 -0.9679 -0.62 -1.08 -0.68 1.2660
P 0.9289 -2.0234 -2.1493 2.25 -1.65 -1.41 0.1168
P -1.0006 0.9099 -2.2168 -0.36 3.31 -2.53 0.1500
P -0.4521 -1.8592 1.0302 0.43 -2.25 3.54 0.1511
H -3.9041 2.3098 1.0078 0.21 -0.01 0.23 0.0000
C -3.4953 1.9645 1.9606 0.66 0.17 0.56 0.0000
C -2.3654 2.4787 2.4898 -0.58 -0.43 -0.51 0.0001
H -1.7719 3.2236 1.9480 -0.31 -0.13 0.22 0.0000
C 0.4044 -3.5763 -3.0032 -0.64 0.27 0.21 -0.0018
C 1.7499 -1.1602 -3.5484 -0.14 0.46 -0.01 0.0420
C 2.3958 -2.6584 -1.2460 -0.05 0.20 0.33 0.0367
C -2.2197 2.1115 -1.5934 -0.14 -0.21 0.56 0.0000
C 0.4603 1.9714 -2.5381 0.06 -0.10 0.06 0.0451
C -1.6458 0.5260 -3.8894 -0.04 -0.18 0.04 0.0614
C -1.4918 -1.1724 2.3550 -0.56 0.51 -0.26 -0.0019
C 1.1724 -1.9908 1.8765 0.43 0.20 -0.20 0.0449
C -0.9754 -3.6149 0.9513 -0.17 -0.07 -0.32 0.0660
H -4.1096 1.2446 2.5178 0.27 0.37 -0.14 0.0000
H -2.0069 2.2071 3.4901 -0.22 0.03 -0.40 0.0000
H 1.2493 -3.9412 -3.6016 -0.13 0.18 0.22 -0.0011
H -0.4469 -3.3924 -3.6705 0.26 -0.05 0.05 0.0012
H 0.1148 -4.3562 -2.2909 0.06 0.14 -0.05 0.0004
H 2.2696 -1.9134 -4.1563 -0.13 0.10 0.25 0.0047
H 2.4919 -0.4384 -3.1863 -0.16 -0.18 -0.03 0.0008
H 1.0400 -0.6374 -4.1990 0.17 -0.18 0.14 -0.0005
H 2.9887 -3.2687 -1.9406 -0.19 0.17 0.05 0.0042
H 2.1207 -3.2878 -0.3921 0.00 0.10 -0.23 -0.0004
H 3.0227 -1.8336 -0.8870 -0.11 -0.14 -0.06 0.0009
H -2.4078 2.8839 -2.3517 0.16 -0.24 0.11 -0.0004
H -1.8498 2.5835 -0.6744 -0.13 -0.07 -0.19 0.0004
H -3.1619 1.6004 -1.3644 0.12 0.19 -0.07 0.0004
H 0.1690 2.7977 -3.1993 0.07 -0.13 0.14 0.0078
H 1.2703 1.4072 -3.0141 -0.26 0.15 0.04 0.0007
H 0.8344 2.3867 -1.5953 -0.15 0.09 -0.21 0.0008
H -2.0682 1.4442 -4.3179 0.15 -0.19 0.02 0.0081
H -2.4335 -0.2366 -3.8141 0.16 0.29 -0.13 0.0132
H -0.8540 0.1489 -4.5458 -0.22 0.11 0.10 -0.0003
H -1.9160 -1.9937 2.9464 0.16 0.14 -0.15 -0.0006
H -2.3092 -0.5788 1.9284 0.05 -0.06 0.28 0.0005
H -0.8926 -0.5302 3.0116 -0.12 -0.07 -0.12 0.0001
H 1.3720 -3.0371 2.1417 -0.11 0.24 -0.04 0.0044
H 1.1719 -1.3799 2.7878 -0.08 -0.16 -0.12 0.0019
H 1.9827 -1.6408 1.2306 -0.06 -0.13 0.17 0.0026
H -1.1924 -3.9605 1.9700 0.15 0.00 -0.21 0.0082
H -0.1841 -4.2349 0.5118 -0.17 0.09 0.11 -0.0003
H -1.8800 -3.7094 0.3333 0.22 -0.10 0.32 0.0151
C -4.3173 -2.0701 -1.5794 0.57 0.21 0.08 0.0805
C -4.9057 -1.0360 -0.8434 2.10 -0.73 -0.64 0.2793
C -6.3026 -1.0044 -0.7150 -2.22 -0.37 -0.05 0.2395
C -7.0927 -2.0027 -1.3027 -0.08 -0.22 -0.14 0.0411
C -6.4941 -3.0415 -2.0373 -2.36 0.82 0.76 0.2094
C -5.1105 -3.0738 -2.1806 2.25 0.41 0.05 0.3148
Se -2.4280 -2.2643 -1.8906 -0.72 0.02 0.19 0.6363
H 1.1739 0.7363 -0.1503 0.38 0.35 0.17 0.0568
H -4.2679 -0.2768 -0.3841 -0.33 -0.16 -0.05 0.0110
H -6.7735 -0.1957 -0.1506 0.06 -0.25 -0.16 0.0069
H -8.1794 -1.9793 -1.1936 0.36 0.04 -0.02 -0.0015
H -7.0993 -3.8200 -2.4963 -0.01 0.12 0.08 0.0054
H -4.6185 -3.8622 -2.7525 -0.23 0.10 0.09 0.0107
N 2.8624 1.6589 5.1770 -0.68 0.00 -0.85 0.0001
C 2.0196 1.1936 4.2111 -0.23 0.06 2.14 0.0002
O 1.0008 0.5378 4.4597 1.05 0.69 -1.01 0.0001
C 2.4561 1.4484 2.8012 0.08 -0.26 -0.75 0.0007
C 3.7873 1.6976 2.4162 -0.87 -0.19 -0.36 -0.0001
C 4.1190 1.6733 1.0598 -0.09 -0.01 -0.37 0.0011
C 3.1642 1.3312 0.1126 -0.47 -0.03 0.48 0.0032
N 1.8813 1.0956 0.5135 0.59 0.50 0.90 0.0475
C 1.5044 1.2177 1.8190 0.36 -0.33 -0.84 0.0057
H 2.5517 1.5694 6.1379 0.12 -0.06 -0.07 0.0000
H 3.5625 2.3682 4.9806 -0.30 -0.27 0.22 0.0000
H 4.5442 1.8788 3.1665 0.13 -0.02 -0.09 0.0000
H 5.1271 1.8924 0.7222 -0.09 -0.07 0.09 0.0002
H 3.3641 1.2471 -0.9539 0.04 0.01 0.28 0.0004
H 0.4428 1.0691 2.0181 0.35 -0.04 0.20 0.0013
```
Positions in Å, forces in eV/Å.



ORCA calculation (ωB97M-V/def2-TZVPD) on C22H12Br4Cl2IrNO4S as an isolated structure.

The value obtained for the gap between HOMO and LUMO (alpha / beta) is 6.462 / 5.331 eV. Its spin multiplicity is 2. Its expectation value of S² is 0.817. Its energy above the lowest of the compared OMol25 structures with the same formula, charge and spin is 9.0 kcal per mole. As for the charge: +1. The HOMO energy (alpha / beta) comes out at -10.719 / -10.791 eV.

XYZ file:
```
47
Properties=species:S:1:pos:R:3:forces:R:3:nbo_charge:R:1
Ir 1.1246 -0.3389 0.7538 0.56 0.13 0.41 1.3841
Br 4.0186 -6.6010 1.6231 0.00 0.00 0.01 0.1896
C 3.7175 -4.7937 1.2677 0.00 0.00 0.00 -0.1231
C 4.7917 -3.9836 0.7421 0.00 0.00 -0.01 -0.1053
Br 6.4674 -4.7484 0.4613 0.00 0.00 0.00 0.1988
C 4.5929 -2.6565 0.4381 0.02 0.02 0.02 -0.2260
Br 5.9156 -1.5365 -0.2680 0.00 -0.01 0.01 0.1510
C 3.3240 -2.0934 0.6541 -0.09 -0.01 0.02 0.3878
O 3.0142 -0.8706 0.3656 0.04 -0.13 -0.18 -0.6463
C 2.2638 -2.8809 1.2268 0.03 0.03 0.00 0.3244
O 1.1648 -2.2749 1.4659 -0.34 0.05 0.12 -0.5777
C 2.4814 -4.2534 1.5066 0.01 -0.01 0.00 -0.1881
Br 1.0297 -5.2173 2.1866 0.00 0.01 -0.01 0.1506
Cl -3.1263 1.9088 2.2263 -0.01 -0.01 0.00 0.0521
C -1.7456 2.6025 1.4690 0.01 0.02 0.00 -0.0833
C -1.7248 3.9849 1.1995 -0.01 -0.01 0.00 -0.2062
C -0.6387 4.5799 0.6221 0.01 0.00 -0.01 -0.0286
Cl -0.6463 6.2791 0.3099 0.00 0.00 0.00 0.0413
C 0.4985 3.8091 0.2772 0.01 0.02 0.00 -0.1254
C 1.6836 4.2933 -0.3145 0.00 -0.03 -0.01 -0.0751
C 2.7095 3.4288 -0.5991 0.01 0.02 -0.01 -0.2627
C 2.5721 2.0648 -0.3201 -0.01 0.00 -0.01 0.0966
N 1.4716 1.5888 0.2373 -0.39 -0.09 -0.25 -0.4654
C 0.4403 2.4339 0.5504 -0.03 -0.03 0.03 0.1791
C -0.6675 1.8033 1.1582 0.02 -0.02 -0.03 0.2690
O -0.5940 0.5040 1.4054 -0.03 -0.16 0.15 -0.6983
H -2.5885 4.5786 1.4648 0.00 0.00 0.00 0.2551
H 1.7701 5.3470 -0.5426 0.00 0.00 0.01 0.2506
H 3.6271 3.7785 -1.0485 0.00 0.01 0.00 0.2474
H 3.3525 1.3505 -0.5458 -0.01 -0.02 0.00 0.2426
C -1.8227 -3.1578 -0.6563 -0.01 0.04 -0.02 -0.7940
S -1.5780 -1.5773 0.1428 0.12 -0.17 0.04 1.2753
O -0.1690 -1.2328 -0.4697 0.11 0.31 -0.33 -0.8234
C -2.7028 -0.5467 -0.7577 -0.01 0.03 0.05 -0.1863
C -4.0105 -0.4853 -0.2985 0.00 -0.01 0.01 -0.2274
C -4.9149 0.3182 -0.9743 0.00 0.00 0.00 -0.1898
C -4.4981 1.0596 -2.0716 0.00 0.00 0.00 -0.1795
C -3.1802 0.9984 -2.5048 0.01 0.00 0.00 -0.1829
C -2.2661 0.1874 -1.8488 -0.01 -0.01 -0.01 -0.2404
H -1.8376 -3.0373 -1.7365 0.04 0.01 0.00 0.2522
H -2.7656 -3.5649 -0.2929 -0.03 0.02 -0.03 0.2545
H -0.9964 -3.7893 -0.3331 -0.02 -0.01 0.03 0.2623
H -4.3172 -1.0410 0.5797 0.00 0.01 0.01 0.2324
H -5.9392 0.3778 -0.6331 0.00 0.00 0.00 0.2343
H -5.2042 1.6950 -2.5889 0.00 0.00 0.00 0.2322
H -2.8618 1.5819 -3.3581 0.00 0.00 0.00 0.2296
H -1.2355 0.1275 -2.1712 0.01 0.00 0.00 0.2423
```
Positions in Å, forces in eV/Å.